(1)
C3H2N2OS in the gas phase. Source: OMol25; level of theory: ωB97M-V/def2-TZVPD.

```
9
C3H2N2OS (ωB97M-V/def2-TZVPD)
S -2.41 0.26 -1.44
O -0.74 1.17 0.29
N 0.43 1.26 1.08
N 1.02 -0.84 0.02
C -1.07 0.21 -0.54
C -0.11 -0.88 -0.60
C 1.22 0.26 0.87
H -0.41 -1.69 -1.27
H 2.06 0.24 1.59
```

* gap between HOMO and LUMO: 0.294 Ha
* multiplicity: 1
* molar mass: 114.1 g mol⁻¹
* HOMO: -0.344 hartree
* structure (SMILES): S=c1cncno1
* charge: 0
* LUMO: -1.4 eV

***

(2)
A molecular structure, C3H2N2OS. Source: OMol25; level of theory: ωB97M-V/def2-TZVPD.

```
9
C3H2N2OS (ωB97M-V/def2-TZVPD)
S -1.71 -0.57 0.00
O 2.09 -0.19 0.00
N 1.51 1.05 0.01
N 1.19 -1.24 0.01
C 0.26 0.79 -0.01
C -1.19 1.24 0.00
C 0.07 -0.62 0.00
H -1.54 1.75 0.91
H -1.48 1.76 -0.89
```

* gap between HOMO and LUMO: 0.369 Ha
* multiplicity: 1
* molar mass: 114.1 g mol⁻¹
* HOMO: -0.357 hartree
* charge: 0
* LUMO: 0.3 eV

***

(1) (0.0410 hartree below the next structure)